Here is a structure of composition C41H35Cl5N3NdP2S from OMol25. Energies are from ωB97M-V/def2-TZVPD.

Structure (XYZ):
```
88
C41H35Cl5N3NdP2S (ωB97M-V/def2-TZVPD)
Nd 0.9159 -0.3953 1.5581
C -0.0831 -2.0602 -1.6185
N -0.8207 -0.9084 -2.0998
C -1.8735 -0.4138 -1.2283
P -1.2270 0.7946 0.0556
C -2.1772 0.4687 1.5803
C -1.5765 0.8763 2.7789
C -2.1674 0.6102 4.0080
C -3.3799 -0.0567 4.0464
C -4.0090 -0.4322 2.8606
C -3.4127 -0.1776 1.6367
C -1.7634 2.4274 -0.5074
C -0.9623 3.0710 -1.4546
C -1.3565 4.2909 -1.9836
C -2.5401 4.8792 -1.5535
C -3.3244 4.2510 -0.5952
C -2.9405 3.0249 -0.0673
C -1.0843 -0.8601 -3.5162
C -1.6072 -1.9602 -4.1844
C -1.8532 -1.8866 -5.5492
C -1.5932 -0.7128 -6.2437
C -1.0770 0.3883 -5.5715
C -0.8157 0.3117 -4.2108
P 1.5557 -1.4313 -0.9931
C 2.2797 -0.7326 -2.4823
C 2.6133 0.6205 -2.5076
C 3.1241 1.1885 -3.6681
C 3.3007 0.4036 -4.7985
C 2.9701 -0.9476 -4.7750
C 2.4616 -1.5184 -3.6197
C 2.4936 -2.8893 -0.4735
C 1.9223 -3.6546 0.5517
C 2.5997 -4.7453 1.0788
C 3.8557 -5.0718 0.5875
C 4.4355 -4.3061 -0.4174
C 3.7638 -3.2124 -0.9471
H 0.1310 -2.7534 -2.4291
H -0.6122 -2.6138 -0.8429
H -2.3992 -1.2219 -0.7090
H -2.5959 0.1330 -1.8293
H -0.6774 1.4914 2.7485
H -1.6894 0.9271 4.9279
H -3.8469 -0.2746 4.9993
H -4.9712 -0.9293 2.8931
H -3.9156 -0.4868 0.7277
H -0.0307 2.6145 -1.7758
H -0.7452 4.7816 -2.7309
H -2.8510 5.8305 -1.9663
H -4.2448 4.7125 -0.2605
H -3.5620 2.5425 0.6768
H -1.8288 -2.8761 -3.6449
H -2.2607 -2.7457 -6.0673
H -1.7926 -0.6559 -7.3060
H -0.8648 1.3029 -6.1105
H -0.3821 1.1520 -3.6807
H 2.4682 1.2306 -1.6236
H 3.3867 2.2390 -3.6898
H 3.7035 0.8424 -5.7032
H 3.1097 -1.5562 -5.6595
H 2.2051 -2.5722 -3.6111
H 0.9244 -3.4309 0.9212
H 2.1451 -5.3434 1.8585
H 4.3844 -5.9275 0.9873
H 5.4195 -4.5619 -0.7913
H 4.2273 -2.6158 -1.7235
Cl 2.0462 -0.4153 4.6086
C 0.7984 -1.6696 4.5727
C 0.1870 -1.8185 3.3563
C -0.7986 -2.7723 3.2904
Cl -1.5788 -2.9444 1.7233
C -1.1599 -3.5812 4.3570
Cl -2.3837 -4.7624 4.1838
C -0.5011 -3.3923 5.5800
Cl -0.9166 -4.3500 6.9291
C 0.4980 -2.4181 5.6970
Cl 1.3221 -2.1543 7.1711
S 2.3347 2.0810 1.2605
C 1.5739 3.3213 2.1598
N 1.3286 4.5310 1.6945
C 0.7542 5.4368 2.7005
C 0.6637 4.5219 3.9432
N 1.1273 3.2215 3.4185
H 1.5928 4.8087 0.7639
H -0.2215 5.7899 2.3801
H 1.4030 6.2937 2.8571
H -0.3537 4.4398 4.3139
H 1.3052 4.8591 4.7535
H 1.4969 2.5056 4.0234
```

**HOMO-LUMO gap (spin up / spin down)**: 7.46 / 7.65 eV
**LUMO (spin up / spin down)**: -5.6 / -5.4 eV
**Total charge**: +2
**2S+1**: 4

***

Here is a structure of composition C6H12Cl2N2O2P in a non-equilibrium geometry from OMol25. Energies are from ωB97M-V/def2-TZVPD.

Structure (XYZ):
```
25
C6H12Cl2N2O2P (ωB97M-V/def2-TZVPD)
C -1.8206 -1.5226 -1.0842
C -2.7088 -2.0794 -0.0603
C 1.2338 0.3410 1.3674
C 1.2540 2.2052 -0.4093
C 2.2037 -0.9036 1.3921
C -0.1909 2.7397 -0.5492
N -0.6819 -1.1260 -0.6081
N 1.1876 0.7426 0.0136
O -2.2270 -1.9853 1.2544
O 1.1735 -0.2641 -2.5736
P 0.5667 -0.3397 -1.2354
Cl 2.0289 -1.8249 -0.0926
Cl -1.1469 1.6098 -1.6758
H -2.2176 -1.4469 -2.0759
H -3.5852 -1.3458 -0.3441
H -3.0987 -3.0698 -0.4480
H 1.6064 1.0673 1.9960
H 0.1863 0.1015 1.8003
H 1.7036 2.8267 0.2995
H 1.6736 2.1990 -1.3424
H 1.9106 -1.3927 2.2465
H 3.2859 -0.6840 1.4637
H -0.4109 3.6605 -1.0332
H -0.7082 2.6148 0.4014
H -1.2178 -2.1232 1.2972
```

**HOMO-LUMO gap (spin up / spin down)**: 6.08 / 5.25 eV
**LUMO (spin up / spin down)**: -2.9 / -8.3 eV
**ΔE to the lowest compared entry with this formula, charge and spin**: 148.1 kJ/mol
**Total charge**: +1
**2S+1**: 3

***

Here is a structure of composition C14H25N4O10P2RhS from OMol25. Energies are from ωB97M-V/def2-TZVPD.

Structure (XYZ):
```
57
C14H25N4O10P2RhS (ωB97M-V/def2-TZVPD)
Rh -0.6896 -0.6772 0.2706
N 3.2297 -3.2666 -1.8175
C 2.3961 -2.4622 -0.8443
C 3.1034 -2.4014 0.4986
P 2.1319 -0.8294 -1.6551
O 3.1576 0.1743 -0.9421
O 2.5351 -1.0437 -3.0711
O 0.7362 -0.3662 -1.2901
P 0.8385 -3.4816 -0.6684
O 0.0105 -3.2287 -2.0059
O 1.3914 -4.8687 -0.7030
O 0.1265 -2.8911 0.5152
H 4.2184 -3.2254 -1.5822
H 3.0770 -2.8143 -2.7422
H 2.8663 -4.2393 -1.7390
H 4.0679 -1.8953 0.4124
H 3.2380 -3.4044 0.9100
H 2.4906 -1.8413 1.2039
H 2.7108 0.6659 -0.2285
H -0.7019 -2.5671 -1.8797
O 3.0950 2.5296 2.0343
C 2.0212 2.6630 1.5108
O 1.4131 1.6496 0.8842
C 1.2328 3.9756 1.5167
N 0.1564 3.9376 0.5322
C 0.4214 4.8921 -0.5480
C 1.9146 5.1832 -0.4118
C 2.1282 5.1452 1.1011
H 0.8549 4.0813 2.5370
H -0.7723 3.9769 0.9184
H 0.5989 2.0073 0.4360
H -0.1581 5.8158 -0.4268
H 0.1697 4.4572 -1.5164
H 2.1944 6.1349 -0.8616
H 2.4965 4.3950 -0.8945
H 1.7613 6.0679 1.5559
H 3.1606 4.9891 1.4047
O -2.0326 -1.4834 -1.0543
N -2.9517 -2.4849 -0.7624
C -4.1778 -2.3046 -1.3907
C -5.2976 -2.8947 -0.8950
C -5.2587 -3.6361 0.3046
C -4.0198 -3.6891 0.9855
C -2.9021 -3.1061 0.4784
H -4.1396 -1.7129 -2.2914
H -6.2222 -2.7727 -1.4446
H -6.1453 -4.0984 0.7104
H -3.9280 -4.2094 1.9297
H -1.9266 -3.1470 0.9408
C -2.6650 1.5254 0.0411
O -1.3104 1.1930 0.0051
H -3.3141 0.6441 -0.0072
H -2.9120 2.1758 -0.8083
H -2.8992 2.0700 0.9667
S -0.2097 1.1780 4.3704
C -0.5359 0.1384 3.1878
N -0.7746 -0.6233 2.3199
```

**HOMO-LUMO gap (spin up / spin down)**: 5.33 / 6.71 eV
**LUMO (spin up / spin down)**: 2.6 / 0.9 eV
**ΔE to the lowest compared entry with this formula, charge and spin**: 10.1 kJ/mol
**Total charge**: -1
**2S+1**: 6

***

Here is an isolated molecule of C9H9N3O2 in a non-equilibrium geometry from OMol25. Energies are from ωB97M-V/def2-TZVPD.

Structure (XYZ):
```
23
C9H9N3O2 (ωB97M-V/def2-TZVPD)
C -1.5657 -1.2558 -0.3545
C 0.4716 -0.4434 0.9786
C 2.6086 -0.0796 0.3718
C -0.5894 1.4828 0.0077
C 1.7897 1.0662 -0.1742
C -1.9763 0.9883 0.4019
C 3.9507 -0.2453 0.3025
C -0.5858 2.6639 -0.5989
C -2.2877 -2.4856 -0.7682
N -2.2748 -0.3589 0.3253
N 1.7168 -0.8774 1.0264
N 0.4855 0.7121 0.1707
O 2.0673 1.9220 -0.9362
O -2.8566 1.7798 0.6776
H 4.3166 -1.1462 0.7558
H 4.5950 0.5185 -0.1242
H 0.2565 3.2722 -0.8549
H -1.5608 3.1018 -0.8445
H -2.4773 -2.7210 -1.7804
H -3.3212 -2.4439 -0.4083
H -1.5287 -3.4157 -0.4040
H -3.2534 -0.3478 0.6633
H 2.0193 -1.6869 1.5667
```

**HOMO-LUMO gap**: 7.63 eV
**LUMO**: -0.2 eV
**ΔE to the lowest compared entry with this formula, charge and spin**: 670.3 kJ/mol

***

Here is an isolated molecule of C3H4FNS in a non-equilibrium geometry from OMol25. Energies are from ωB97M-V/def2-TZVPD.

Structure (XYZ):
```
10
C3H4FNS (ωB97M-V/def2-TZVPD)
C 0.3539 0.3210 0.1023
C -0.9721 -0.3213 0.0525
C -1.2203 -1.5683 0.1325
H 1.2287 2.2284 0.0555
H -0.5823 2.2144 0.1998
H -2.1746 -2.0456 0.0370
H -0.3056 -2.1459 0.4760
N 0.3502 1.7007 0.1694
F -1.9454 0.6013 -0.2209
S 1.7451 -0.5097 -0.1056
```

**HOMO-LUMO gap**: 8.57 eV
**LUMO**: -0.1 eV
**ΔE to the lowest compared entry with this formula, charge and spin**: 19.9 kJ/mol
**SMILES**: C=C(F)C(N)=S

***

Copy entry 5 word for word.
Here is an isolated molecule of C3H4FNS in a non-equilibrium geometry from OMol25. Energies are from ωB97M-V/def2-TZVPD.

Structure (XYZ):
```
10
C3H4FNS (ωB97M-V/def2-TZVPD)
C 0.3539 0.3210 0.1023
C -0.9721 -0.3213 0.0525
C -1.2203 -1.5683 0.1325
H 1.2287 2.2284 0.0555
H -0.5823 2.2144 0.1998
H -2.1746 -2.0456 0.0370
H -0.3056 -2.1459 0.4760
N 0.3502 1.7007 0.1694
F -1.9454 0.6013 -0.2209
S 1.7451 -0.5097 -0.1056
```

**HOMO-LUMO gap**: 8.57 eV
**LUMO**: -0.1 eV
**ΔE to the lowest compared entry with this formula, charge and spin**: 19.9 kJ/mol
**SMILES**: C=C(F)C(N)=S